No. 1
ORCA calculation (ωB97M-V/def2-TZVPD) on the ion C4H10N with charge +1 in a non-equilibrium geometry.

Energy relative to the best compared isomer or geometry (same formula, charge and spin) in kJ/mol: 125.1
Charge: +1
SMILES: C=[NH+]CCC
Calculated total energy in Ha: -212.87269
E_LUMO in eV: -5.30
Kohn-Sham gap in eV: 10.53

Geometry as XYZ:
```
15
Properties=species:S:1:pos:R:3:forces:R:3
C -1.16484 -0.90224 -1.59753 -0.7 -0.8 -0.2
C -0.00780 -0.18737 -0.92521 0.1 0.7 0.3
C -0.40836 0.59384 0.35836 0.3 0.2 -0.3
C 1.61996 0.67466 1.72601 1.0 -0.4 -0.1
N 0.45466 0.23993 1.50655 -0.3 -0.4 -0.2
H -1.33127 -0.63196 -2.63944 0.2 0.4 0.1
H -2.09857 -0.72255 -1.06289 0.0 0.1 -0.1
H -1.09270 -1.98851 -1.64556 0.4 0.0 0.3
H 0.38218 0.57325 -1.60105 0.1 -0.1 -0.1
H 0.84670 -0.79996 -0.64572 -0.1 -0.4 -0.3
H -1.43597 0.43453 0.67639 0.0 0.0 0.0
H -0.24305 1.65098 0.18710 -0.2 0.2 0.1
H 2.15110 1.32338 1.03345 -0.5 0.4 0.1
H 2.20622 0.27246 2.54513 -0.2 0.0 0.1
H 0.12173 -0.53044 2.08440 -0.1 0.3 0.2
```
Positions in Å, forces in eV/Å.

Atom charges from the natural (NBO) analysis, given in e for atoms 1 to 5:
1. C -0.63
2. C -0.42
3. C -0.24
4. C 0.13
5. N -0.37



No. 2
ORCA calculation (ωB97M-V/def2-TZVPD) on an isolated molecule of C21H31N3O4.

Energy relative to the best compared isomer or geometry (same formula, charge and spin) in kJ/mol: 90.1
SMILES: CC(=O)NCC(=O)N(Cc1ccco1)C1(C(=O)NC2CCCC2)CCCCC1
Calculated total energy in Ha: -1284.08888
E_LUMO in eV: 0.62
Kohn-Sham gap in eV: 9.47

Geometry as XYZ:
```
59
Properties=species:S:1:pos:R:3:forces:R:3
C 5.18652 0.99269 -0.92437 0.1 0.1 -0.2
C 4.21367 0.54730 -1.99638 0.3 -0.1 0.4
O 4.32756 0.81169 -3.17240 0.1 0.1 -0.4
N 3.19934 -0.20680 -1.50596 -0.4 -0.2 0.2
H 3.11122 -0.32786 -0.50718 0.2 0.0 -0.1
C 2.09213 -0.62370 -2.33577 0.1 0.1 -0.4
C 0.76704 -0.53289 -1.59131 0.4 -0.1 -0.5
O -0.08412 0.25904 -1.95630 0.0 0.1 -0.2
N 0.56881 -1.34387 -0.52205 -0.1 -0.1 0.4
C 1.45480 -2.43244 -0.18216 0.3 -0.4 0.1
C 2.45280 -2.10292 0.89089 -0.2 0.7 0.2
C 2.68875 -0.97420 1.62117 -0.2 -0.4 -0.3
C 3.81073 -1.26745 2.43969 0.3 -0.6 -0.1
C 4.17096 -2.54251 2.14263 0.3 0.6 0.5
O 3.35648 -3.05907 1.20247 -0.2 -0.3 -0.4
H 4.95237 -3.17577 2.51198 0.1 -0.2 0.0
H 4.27476 -0.61234 3.14736 0.2 0.1 0.2
H 2.11938 -0.06505 1.60223 -0.2 0.1 -0.1
H 0.86046 -3.29827 0.12859 0.1 0.1 -0.1
H 2.00560 -2.74677 -1.07369 -0.1 0.0 0.1
C -0.68736 -1.12124 0.23828 0.0 0.0 -0.2
C -0.65428 -1.76450 1.63189 0.0 0.3 0.2
H 0.13717 -1.30263 2.22052 0.0 -0.1 -0.1
C -1.99856 -1.58448 2.33316 0.0 -0.3 0.0
C -3.09324 -2.29694 1.54829 -0.1 0.3 0.0
C -3.19845 -1.69102 0.15392 0.0 -0.3 0.0
C -1.85032 -1.72198 -0.56807 -0.2 0.3 0.0
H -1.92326 -1.22233 -1.53574 0.1 -0.1 0.0
H -1.58935 -2.76662 -0.76591 0.0 0.0 0.0
H -3.92668 -2.24560 -0.44230 0.0 0.1 0.0
H -3.56070 -0.66764 0.25170 -0.1 0.0 0.0
H -4.05017 -2.20444 2.06469 0.0 -0.1 0.0
H -2.85447 -3.36075 1.47506 0.0 -0.1 0.0
H -2.23392 -0.52226 2.41875 0.0 0.1 0.1
H -1.93061 -1.99639 3.34171 0.0 0.1 0.0
H -0.45860 -2.83486 1.56259 0.0 -0.1 -0.1
C -0.71547 0.41145 0.49270 -0.3 -0.3 -0.1
O 0.18321 0.90425 1.14999 0.2 0.2 0.2
N -1.77808 1.10358 0.05748 -0.3 0.1 0.1
H -2.31109 0.71249 -0.70260 0.1 -0.2 0.0
C -1.82983 2.55036 0.15054 0.2 0.1 0.2
H -1.10344 2.82686 0.91729 -0.1 0.0 -0.1
C -3.25981 3.00990 0.50333 0.0 0.2 0.0
C -3.68795 3.95905 -0.62032 -0.1 -0.1 0.0
H -3.42176 4.98523 -0.36363 0.0 0.1 0.0
C -2.86339 3.50491 -1.82169 0.1 0.2 0.1
H -3.29227 2.59872 -2.25304 -0.1 -0.1 -0.1
H -2.80920 4.26152 -2.60236 0.0 0.0 -0.1
C -1.50143 3.20522 -1.20261 0.0 -0.1 -0.1
H -0.95559 4.13427 -1.03868 0.0 0.1 0.0
H -0.88814 2.54450 -1.81255 0.1 0.1 0.0
H -4.76068 3.92134 -0.80498 0.0 0.1 0.0
H -3.91853 2.14070 0.53635 0.0 0.0 0.0
H -3.29920 3.49233 1.47825 0.0 -0.1 0.1
H 2.04270 0.06079 -3.18919 -0.1 -0.2 0.2
H 2.25422 -1.63556 -2.73290 -0.1 0.1 0.0
H 6.02337 1.50554 -1.38860 0.0 0.0 0.0
H 5.55025 0.13523 -0.36267 0.0 -0.1 0.1
H 4.68567 1.67221 -0.23807 0.0 0.0 0.1
```
Positions in Å, forces in eV/Å.

Atom charges from the natural (NBO) analysis, given in e for atoms 1 to 5:
1. C -0.71
2. C 0.68
3. O -0.62
4. N -0.64
5. H 0.42